The following is a DFT calculation (ωB97M-V/def2-TZVPD) of a cluster of 6 separate species, C22H42B3N5O3S in total.

```
76
Properties=species:S:1:pos:R:3
C 2.347 -3.836 -2.330
C 1.738 -2.907 -3.413
B 0.213 -2.754 -3.164
O -0.262 -2.200 -1.986
B -1.547 -1.724 -1.968
O -2.492 -2.357 -2.759
B -2.044 -3.287 -3.662
S -3.204 -4.523 -4.427
O -0.727 -3.247 -4.066
H 3.387 -4.075 -2.574
H 1.772 -4.768 -2.236
H 2.344 -3.324 -1.365
H 2.239 -1.934 -3.363
H 1.910 -3.323 -4.415
H -1.875 -0.784 -1.327
H -3.074 -5.385 -3.420
C 5.892 -6.774 -3.884
C 6.698 -5.777 -4.707
C 7.478 -4.782 -3.839
C 6.590 -3.985 -2.997
N 5.887 -3.364 -2.325
H 5.138 -6.269 -3.279
H 5.378 -7.482 -4.533
H 6.537 -7.343 -3.213
H 6.035 -5.223 -5.374
H 7.413 -6.307 -5.338
H 8.058 -4.096 -4.457
H 8.176 -5.308 -3.185
C -3.560 0.909 1.561
C -2.521 0.204 2.418
C -1.161 0.911 2.413
C -0.578 0.989 1.078
N -0.128 1.052 0.016
H -3.276 0.916 0.506
H -4.520 0.403 1.648
H -3.700 1.939 1.889
H -2.392 -0.828 2.084
H -2.873 0.166 3.449
H -0.449 0.394 3.058
H -1.275 1.930 2.788
C -6.302 5.086 2.901
C -7.543 4.205 2.844
C -7.640 3.198 3.996
C -6.536 2.243 4.010
N -5.674 1.476 4.022
H -5.382 4.508 2.822
H -6.314 5.803 2.080
H -6.265 5.650 3.836
H -7.570 3.662 1.898
H -8.439 4.827 2.876
H -8.564 2.623 3.920
H -7.651 3.714 4.958
C 1.963 -1.590 0.620
C 3.224 -0.903 0.115
C 4.493 -1.402 0.817
C 4.453 -1.157 2.256
N 4.394 -0.966 3.394
H 1.798 -1.381 1.679
H 1.093 -1.244 0.064
H 2.031 -2.673 0.499
H 3.138 0.177 0.245
H 3.343 -1.087 -0.954
H 5.381 -0.915 0.413
H 4.608 -2.475 0.655
C -0.992 7.092 0.515
C -0.411 7.085 1.923
C -0.347 5.678 2.532
C -1.671 5.073 2.643
N -2.725 4.608 2.733
H -2.022 6.731 0.511
H -0.991 8.101 0.104
H -0.410 6.456 -0.154
H -1.003 7.728 2.576
H 0.602 7.490 1.910
H 0.094 5.702 3.528
H 0.269 5.023 1.912
```

**Calculated total energy**: -49960.02076 eV
**SMILES**: CCB1OBOB(S)O1.CCCC#N.CCCC#N.CCCC#N.CCCC#N.CCCC#N
**Orbital gap**: 0.3646 hartree
**HOMO energy**: -9.39 eV

Atom charges from the Mulliken analysis, given in e for atoms 1 to 5: -0.365, -0.394, 0.341, -0.124, 0.525